Record 1
C22H47IN5O7P2 | wB97M-V/def2-TZVPD

Its total charge is -1. The value obtained for the total energy is -72032.8121 eV. Its HOMO-LUMO gap is 5.42 eV. The value obtained for the HOMO energy is -0.1279 Ha. As for the multiplicity: 1.

Atoms and positions in Å:
C (-2.203812, 6.701586, -1.271916)
C (2.851882, -7.022214, -3.210925)
H (1.916922, -7.593208, -0.060045)
H (-0.051308, -2.749665, -0.835253)
H (-0.125545, 7.067015, 0.513110)
C (-1.886114, 6.354427, 4.073184)
H (-0.278628, 4.176602, 4.048865)
H (-2.474952, 5.055033, 6.894377)
C (3.567849, -2.205510, -1.487040)
H (2.406688, -9.546477, -3.065283)
H (-4.958247, 0.083309, 1.983197)
P (4.281996, 1.461381, 0.785864)
C (-4.230483, -0.689932, 1.732739)
O (2.217871, 0.059717, -1.549101)
H (-1.973728, 3.649642, 4.014244)
H (1.173072, -9.304330, -1.805239)
H (4.265241, -2.717761, -0.711983)
H (1.478722, -6.167186, -1.040347)
C (2.238928, -6.932659, -0.866338)
H (-1.663692, 2.235588, -2.843796)
H (3.173578, -6.439911, -0.586843)
H (0.213237, 4.335295, -1.369275)
H (-3.232540, -0.370513, 2.043532)
O (3.172539, 0.831243, 1.959913)
C (-0.633384, 4.922003, -1.762617)
H (-4.224715, -0.853910, 0.652392)
H (2.420679, 2.131189, -2.601083)
C (4.460861, 0.218773, -0.681146)
O (4.480737, 1.165814, -1.809169)
P (3.084104, 0.863577, -2.849526)
H (2.783236, -1.019101, 0.183770)
H (1.563599, -1.703376, -3.232399)
H (-1.933022, 7.259334, -2.172546)
C (-1.740765, 5.731091, 6.448113)
C (1.189135, -2.650820, -2.700909)
H (-1.266972, 5.871270, 1.195225)
H (2.978597, -7.683969, -4.083334)
H (-2.456328, 7.397983, -0.470823)
H (-2.518128, 1.470384, -0.122944)
O (-2.764358, -3.049264, 1.508380)
I (3.162513, 3.544286, -0.014362)
C (-0.211141, -2.449797, -1.931915)
H (-2.197304, 7.329177, 4.482431)
O (-1.088381, 4.723650, -2.876424)
H (3.611637, -0.322225, -3.480531)
H (1.924390, -3.607209, -0.708942)
N (-4.559725, -1.935592, 2.401071)
H (0.988909, -3.419815, -3.544276)
H (3.724893, 1.566491, -3.966102)
H (5.467210, -0.345683, -0.702347)
H (-4.099037, -3.914466, 2.761107)
H (-1.521331, -1.348876, 0.070809)
H (-5.615565, -1.253764, 4.057151)
C (3.169219, -0.781180, -0.868009)
N (-1.091751, 5.860356, -0.882219)
H (-2.064489, 6.761940, 6.600922)
C (-0.501043, 6.042335, 0.431738)
H (0.323172, 5.345523, 0.590393)
O (-1.801658, 6.162279, 2.873526)
H (2.877787, -9.578742, -1.349082)
C (2.337350, -3.207711, -1.717040)
H (-0.770108, 5.585218, 6.929127)
H (-1.019617, 3.473545, 5.512378)
C (-3.758611, -3.023456, 2.208247)
C (-1.196377, 4.099499, 4.636814)
H (4.187665, -2.099018, -2.439092)
H (2.778096, -4.146088, -2.239119)
C (-1.455415, 1.224545, -2.347014)
C (-1.439496, -0.579147, -0.762471)
N (-1.618012, 5.428920, 5.037252)
N (2.445198, -7.684591, -2.089420)
H (-0.171542, -0.071796, -3.951215)
H (-6.613416, -1.740593, 2.658303)
H (-3.068188, 6.071349, -1.497538)
C (-0.678365, -0.009914, -2.933082)
C (-5.729252, -1.985622, 3.252801)
C (2.213290, -9.113754, -2.082366)
H (1.909402, 0.578041, -3.683383)
N (-0.732345, -1.051903, -1.930594)
H (-0.998597, -3.159926, -2.369023)
H (2.315041, 0.622771, 1.509631)
C (-1.946055, 0.874070, -0.902436)
H (-5.854548, -2.978638, 3.687831)
O (3.062877, -5.826916, -3.280550)

Forces on the atoms, in the same order (eV/Å):
C 0.105 -0.235 -0.212
C -0.106 -0.013 0.348
H 0.041 -0.012 -0.164
H -0.389 0.559 -1.614
H 0.073 -0.026 0.175
C 0.110 -0.406 0.362
H -0.077 -0.192 0.008
H 0.057 0.104 0.169
C 0.044 -0.282 0.423
H 0.000 0.119 0.066
H 0.027 -0.162 0.038
P 0.365 -0.821 1.445
C 0.257 -0.145 -0.203
O 1.989 -1.696 0.984
H 0.160 -0.099 0.006
H 0.061 -0.205 -0.018
H -1.030 0.867 -1.089
H 0.100 0.028 0.175
C 0.058 0.283 -0.151
H 0.696 -1.858 0.647
H -0.152 0.077 0.101
H -0.040 0.023 0.036
H -0.060 0.110 -0.169
O 0.001 0.350 -2.271
C -0.027 0.224 0.249
H 0.122 0.215 0.048
H 0.336 -0.338 1.029
C -1.186 0.331 -1.789
O -0.268 -2.009 1.364
P -1.631 1.494 -3.167
H 0.269 0.279 -1.280
H -0.744 -1.218 1.032
H -0.194 0.031 0.013
C 0.088 -0.218 -0.191
C -0.200 -0.340 -0.206
H 0.683 0.104 -0.639
H -0.031 -0.118 0.026
H 0.110 -0.134 -0.008
H 0.972 -0.910 -1.370
O -0.266 0.129 0.182
I -0.083 -0.567 0.116
C 0.606 -0.223 -0.166
H 0.012 -0.011 0.098
O -0.216 0.301 0.215
H 0.460 -0.460 1.148
H 0.441 0.959 -1.485
N 0.228 -0.784 0.140
H 0.459 1.081 1.404
H 0.192 -0.049 0.177
H -1.414 0.902 0.675
H -0.110 0.014 0.069
H -0.045 1.409 -1.107
H -0.198 -0.066 0.054
C 0.622 0.606 0.826
N 0.475 -0.567 -0.525
H 0.031 -0.089 -0.098
C -0.483 -0.090 -0.162
H -0.028 -0.005 -0.157
O -0.418 0.012 1.243
H -0.102 -0.180 -0.061
C 0.721 -0.690 -0.795
H -0.115 0.052 0.164
H -0.040 0.162 -0.046
C -0.108 0.442 -0.086
C 0.022 0.053 -0.338
H -1.054 -0.062 1.209
H -0.724 1.795 1.111
C 0.730 -3.260 1.271
C -0.281 2.164 -1.164
N -0.250 0.764 -0.378
N 0.217 0.042 -0.733
H -0.749 -0.129 1.947
H -0.100 -0.019 0.189
H -0.057 0.183 -0.062
C -2.706 2.314 2.914
C 0.205 0.177 -0.209
C -0.006 0.284 0.182
H 0.165 0.117 -0.285
N -1.448 3.120 0.730
H 1.000 1.075 0.544
H 0.802 0.139 0.474
C 2.958 -4.202 -3.320
H 0.077 0.067 -0.078
O -0.010 -0.670 -0.027

Record 2
C6H14ClI2IrNO2P | wB97M-V/def2-TZVPD

Its total charge is +3. The value obtained for the total energy is -52854.1267 eV. Its HOMO-LUMO gap (spin up / spin down) is 7.66 / 5.04 eV. The value obtained for the HOMO energy (spin up / spin down) is -0.6659 / -0.7276 Ha. As for the multiplicity: 6.

Atoms and positions in Å:
Ir (-0.089477, -0.498445, 0.425306)
H (0.917193, -1.254432, -2.842404)
H (-1.376351, -2.733780, -1.916884)
H (0.906865, 0.536790, -2.815261)
C (0.370262, 0.394763, 3.189749)
H (-2.396920, 0.965742, -2.911781)
H (-2.391772, -1.698523, -2.963586)
H (-2.806081, 1.092120, -1.161744)
C (0.285995, -0.361293, -2.901519)
C (-1.984040, -1.823057, -1.951838)
I (5.863633, 0.761863, -1.226568)
C (-1.990381, 1.061229, -1.894184)
N (0.826418, 0.116752, 4.404579)
H (0.803429, 0.822383, 5.140324)
H (0.324301, 2.211005, 2.094696)
P (-0.928845, -0.387575, -1.543193)
H (1.234060, -0.779891, 4.600220)
O (0.484195, -0.562037, 2.339796)
H (-2.799763, -1.888245, -1.224604)
O (2.836055, -0.402186, -0.345004)
H (-1.381613, 1.971707, -1.828727)
H (-1.261637, 1.639844, 2.649181)
Cl (-2.383499, -0.482549, 1.111358)
I (5.792018, -2.017379, -1.228504)
C (1.704079, -0.435123, -0.092429)
H (-0.113355, 2.359986, 3.829292)
H (-0.237729, -0.350278, -3.865287)
C (-0.207036, 1.740616, 2.929020)

Forces on the atoms, in the same order (eV/Å):
Ir -2.636 0.108 4.232
H -0.076 0.108 -0.114
H -0.222 0.021 0.001
H -0.062 -0.100 -0.130
C 0.874 -0.810 1.971
H 0.188 -0.072 0.289
H 0.167 0.061 0.206
H 0.123 0.170 -0.289
C -0.016 -0.005 0.264
C 0.263 -0.068 0.307
I 0.356 0.581 -0.098
C 0.334 -0.065 0.611
N -0.555 1.124 -0.791
H -0.028 -0.395 -0.177
H -0.034 0.073 0.119
P -1.653 0.203 -5.831
H 0.091 -0.343 0.139
O 0.553 0.634 0.793
H 0.065 -0.063 -0.116
O -3.917 -0.051 0.911
H -0.279 -0.058 -0.020
H 0.063 0.052 0.124
Cl 1.370 -0.249 -0.400
I 0.273 -0.608 -0.075
C 4.693 -0.145 -1.626
H -0.139 -0.016 -0.409
H 0.137 0.012 0.210
C 0.066 -0.098 -0.103

Record 3
C4H8S | wB97M-V/def2-TZVPD

The value obtained for the total energy is -15110.0434 eV. Its HOMO-LUMO gap is 9.85 eV. The value obtained for the HOMO energy is -0.3270 Ha. As for the multiplicity: 1. As for the SMILES: C=C=C.CS.

Atoms and positions in Å:
C (1.410527, 0.666102, -1.088422)
C (-1.933711, 1.102867, 1.483848)
H (2.703346, -2.354258, -0.911757)
C (1.717637, -1.900687, -1.122565)
C (1.490730, -0.613327, -1.015866)
H (-3.091076, 1.044152, 1.686173)
H (0.859096, -2.397168, -1.389133)
H (1.126334, 1.201764, -0.146023)
H (-1.598064, 1.503568, 2.489426)
S (-1.180077, -0.522618, 1.287280)
H (-1.755366, 1.685238, 0.630560)
H (1.605370, 1.143494, -1.977904)
H (-1.354747, -0.559129, 0.074383)

Forces on the atoms, in the same order (eV/Å):
C -1.017 0.305 3.262
C -2.666 -0.747 3.272
H -0.892 0.222 -0.178
C 1.445 1.909 0.867
C 1.398 -1.502 -0.527
H 2.038 -0.098 -0.803
H -1.512 -2.007 -0.565
H 0.241 -0.196 -1.160
H 0.150 -0.051 -1.558
S 0.516 0.085 3.890
H 0.440 1.142 -0.753
H 0.366 1.264 -1.762
H -0.507 -0.324 -3.985